1.
# C20H26N4O4S

A single C20H26N4O4S molecule (wB97M-V/def2-TZVPD, OMol25).

LUMO energy: 0.366 eV
Kohn-Sham gap: 7.311 eV
Relative energy (zero: lowest compared OMol25 entry of this formula, charge and spin): 67.3 kcal/mol
Calculated total energy: -46147.1464 eV

CARTESIAN COORDINATES (ANGSTROEM)
1 C -1.658 -0.883 3.533
2 C -1.381 -1.731 2.295
3 O -1.320 -0.969 1.109
4 C -0.195 -0.220 0.841
5 C 0.967 -0.219 1.586
6 C 2.093 0.535 1.233
7 C 2.010 1.340 0.078
8 C 0.834 1.361 -0.656
9 C -0.264 0.591 -0.301
10 N -1.454 0.582 -1.034
11 C -1.691 1.083 -2.264
12 O -0.911 1.717 -2.944
13 C -3.106 0.777 -2.752
14 H -3.854 1.094 -2.027
15 H -3.262 1.266 -3.712
16 S -3.370 -1.007 -3.060
17 C -3.950 -1.562 -1.516
18 N -4.325 -2.835 -1.470
19 C -4.783 -3.280 -0.318
20 C -4.887 -2.466 0.807
21 C -4.462 -1.157 0.649
22 N -3.990 -0.703 -0.500
23 H -4.488 -0.437 1.457
24 H -5.271 -2.833 1.744
25 H -5.077 -4.321 -0.301
26 H -2.216 0.082 -0.580
27 H 0.751 1.956 -1.547
28 O 3.117 2.061 -0.287
29 C 3.044 2.902 -1.422
30 C 4.394 3.590 -1.569
31 H 4.370 4.260 -2.423
32 H 4.623 4.161 -0.673
33 H 5.178 2.853 -1.718
34 H 2.251 3.650 -1.287
35 H 2.820 2.311 -2.319
36 N 3.189 0.466 2.086
37 C 4.195 1.500 2.183
38 C 5.463 1.136 1.401
39 H 6.255 1.862 1.587
40 O 5.971 -0.117 1.815
41 C 5.001 -1.124 1.648
42 C 3.735 -0.822 2.464
43 H 3.006 -1.613 2.294
44 H 3.997 -0.792 3.529
45 H 5.465 -2.054 1.982
46 H 4.730 -1.212 0.584
47 H 5.230 1.109 0.328
48 H 3.792 2.446 1.834
49 H 4.457 1.592 3.246
50 H 1.034 -0.808 2.486
51 H -0.465 -2.320 2.423
52 H -2.210 -2.427 2.126
53 H -1.733 -1.524 4.407
54 H -2.592 -0.341 3.410
55 H -0.862 -0.159 3.689

Results of the natural (NBO) charge analysis, in e, for atoms 1 through 8: atom 1 (C): -0.638, atom 2 (C): -0.058, atom 3 (O): -0.522, atom 4 (C): 0.242, atom 5 (C): -0.271, atom 6 (C): 0.103, atom 7 (C): 0.317, atom 8 (C): -0.337

***

2.
# C2H4O3P

2 unconnected molecules or ions with the total composition C2H4O3P (wB97M-V/def2-TZVPD, OMol25).

Spin multiplicity: 3
LUMO energy (spin up / spin down): 4.299 / 2.535 eV
<S²>: 2.008
Kohn-Sham gap (spin up / spin down): 5.440 / 6.819 eV
Net charge: -1
Relative energy (zero: lowest compared OMol25 entry of this formula, charge and spin): 44.8 kcal/mol
Calculated total energy: -17567.7329 eV

CARTESIAN COORDINATES (ANGSTROEM)
1 C -1.297 0.258 -0.160
2 C -0.212 -0.611 -0.694
3 O -1.695 -0.358 1.038
4 O -1.970 1.152 -0.671
5 O -0.043 -1.585 -0.002
6 P 1.603 1.245 0.212
7 H 0.024 -0.373 -1.647
8 H -1.150 -1.196 1.100
9 H 1.868 0.238 1.037
10 H 2.871 1.229 -0.212

Results of the natural (NBO) charge analysis, in e, for atoms 1 through 8: atom 1 (C): 0.607, atom 2 (C): 0.003, atom 3 (O): -0.782, atom 4 (O): -0.693, atom 5 (O): -0.701, atom 6 (P): 0.134, atom 7 (H): 0.124, atom 8 (H): 0.494

***

3.
# C53H52CaCl3GeIN7O

A molecular structure, C53H52CaCl3GeIN7O (wB97M-V/def2-TZVPD, OMol25).

Spin multiplicity: 2
LUMO energy (spin up / spin down): 3.231 / 3.231 eV
<S²>: 0.769
Kohn-Sham gap (spin up / spin down): 3.478 / 5.477 eV
Net charge: -2
Relative energy (zero: lowest compared OMol25 entry of this formula, charge and spin): 511.8 kcal/mol
Calculated total energy: -188887.8053 eV

CARTESIAN COORDINATES (ANGSTROEM)
1 Ca -1.222 0.069 0.138
2 N -5.153 -2.050 1.788
3 C -4.351 -1.907 0.737
4 N -3.351 -1.042 1.096
5 C -3.653 -0.668 2.373
6 N -4.769 -1.216 2.825
7 C -2.880 0.238 3.151
8 C -3.007 0.498 4.562
9 N -2.072 1.138 5.206
10 C -0.987 1.679 4.494
11 C -0.879 1.513 3.162
12 N -1.741 0.753 2.476
13 H -5.870 -2.571 1.890
14 H -4.491 -2.433 -0.222
15 H -3.843 0.165 5.036
16 H -0.257 2.261 5.021
17 H 0.006 1.879 2.699
18 Cl -3.373 2.045 -7.368
19 C -2.954 1.522 -5.581
20 C -3.994 1.210 -4.852
21 C -3.795 0.875 -3.535
22 I -5.407 0.366 -2.212
23 C -2.585 1.156 -2.817
24 O -2.324 0.887 -1.655
25 C -1.468 1.466 -3.714
26 N -0.340 1.641 -3.121
27 C 0.765 1.888 -3.892
28 C 0.698 2.171 -5.199
29 C -0.536 1.932 -5.843
30 C -1.621 1.631 -5.106
31 H -5.166 1.370 -5.194
32 H 1.564 1.823 -3.253
33 H 1.734 2.258 -6.092
34 H -0.640 1.922 -7.061
35 C 1.211 1.415 0.386
36 H 1.724 0.326 0.261
37 H 1.150 1.806 -0.816
38 Cl 4.100 -3.748 0.006
39 C 2.878 -2.812 0.870
40 Cl 2.427 -3.387 2.471
41 H 1.860 -2.796 0.406
42 H 3.251 -1.826 1.013
43 C -0.449 6.590 1.841
44 C 0.951 6.653 1.995
45 C 1.743 5.505 1.873
46 C 1.200 4.269 1.485
47 C -0.174 4.274 1.295
48 C -1.018 5.403 1.455
49 Ge 2.400 2.673 1.232
50 C 3.044 2.164 3.035
51 C 4.112 1.328 3.302
52 C 4.681 1.245 4.552
53 C 4.168 2.047 5.590
54 C 3.104 2.853 5.362
55 C 2.528 2.924 4.090
56 C 3.916 3.561 0.259
57 C 3.880 3.693 -1.142
58 C 4.846 4.436 -1.816
59 C 5.841 5.072 -1.099
60 C 5.963 4.872 0.260
61 C 4.970 4.141 0.919
62 H -0.944 7.510 2.060
63 H 1.432 7.580 2.245
64 H 2.814 5.656 2.009
65 H -0.564 3.343 0.850
66 H -2.160 5.283 1.399
67 H 4.332 0.747 2.474
68 H 5.538 0.702 4.660
69 H 4.594 2.059 6.557
70 H 2.714 3.389 6.121
71 H 1.727 3.599 3.969
72 H 3.141 3.248 -1.652
73 H 4.802 4.573 -2.842
74 H 6.481 5.733 -1.552
75 H 6.872 5.271 0.733
76 H 5.077 4.025 1.987
77 C -3.039 -6.108 1.573
78 C -2.071 -5.033 1.841
79 C -1.908 -4.453 3.143
80 C -1.144 -3.236 3.204
81 C -0.828 -2.584 4.528
82 C -0.817 -2.595 2.030
83 C -1.102 -3.120 0.737
84 C -1.687 -4.346 0.674
85 N -0.679 -2.221 -0.229
86 C -0.625 -2.642 -1.580
87 C 0.081 -4.009 -1.893
88 C 0.211 -4.451 -3.382
89 C -1.187 -4.555 -3.849
90 C -1.945 -3.285 -3.745
91 C -1.158 -2.160 -4.383
92 C 0.281 -2.006 -3.879
93 C 1.054 -3.304 -4.089
94 C 0.156 -1.574 -2.455
95 C -2.032 -2.931 -2.165
96 H -2.757 -6.652 0.346
97 H -4.086 -5.706 1.634
98 H -3.125 -6.961 2.489
99 H -2.147 -5.019 4.068
100 H 0.310 -2.853 4.814
101 H -1.379 -3.127 5.291
102 H -1.020 -1.510 4.401
103 H -0.307 -1.652 2.039
104 H -1.915 -4.811 -0.191
105 H -0.232 -4.887 -1.161
106 H 1.883 -3.930 -1.193
107 H 0.707 -5.309 -3.331
108 H -1.950 -6.258 -2.831
109 H -1.454 -5.232 -4.712
110 H -3.142 -3.477 -4.210
111 H -1.609 -1.028 -4.585
112 H -1.157 -2.309 -5.752
113 H 0.758 -1.050 -4.519
114 H 2.308 -3.199 -3.725
115 H 0.959 -3.543 -5.427
116 H -0.745 -0.544 -1.874
117 H 1.364 -1.014 -1.966
118 H -2.500 -3.485 -1.679
119 H -2.526 -1.699 -2.046

Results of the Löwdin charge analysis, in e, for atoms 1 through 8: atom 1 (Ca): 1.264, atom 2 (N): 0.033, atom 3 (C): -0.148, atom 4 (N): 0.058, atom 5 (C): -0.382, atom 6 (N): 0.104, atom 7 (C): -0.222, atom 8 (C): -0.147